[1]
{
  "formula": "C5H11NOS",
  "method": "ωB97M-V with the def2-TZVPD basis set",
  "orbital_gap_ha": 0.3357,
  "homo_ha": -0.3084,
  "max_force_ev_per_a": 4.68,
  "charge": 0,
  "relative_energy_kcal_mol": 127.5,
  "total_energy_ev": -19731.5685,
  "smiles": "C#CN(C)C.CSO",
  "elements": ["C", "C", "C", "C", "C", "N", "O", "S", "H", "H", "H", "H", "H", "H", "H", "H", "H", "H", "H"],
  "coordinates": [[2.069, 1.051, -0.206], [1.290, 1.106, 0.706], [-0.281, 2.568, 1.871], [0.218, 0.227, 2.663], [-1.117, -2.989, -3.157], [0.555, 1.338, 1.850], [-0.033, -0.672, -2.617], [-1.491, -1.501, -2.231], [0.445, -0.649, -1.857], [2.218, 0.775, -1.173], [-0.027, 3.143, 2.751], [0.040, 3.202, 0.929], [-1.368, 2.360, 1.626], [0.945, 0.246, 3.510], [-0.841, 0.343, 3.130], [0.363, -0.731, 2.079], [-1.427, -3.017, -4.169], [-1.631, -3.835, -2.498], [0.072, -2.965, -3.206]],
  "atomic_forces_ev_per_a": [[-0.18, -0.05, 0.72], [-1.77, 0.86, 3.14], [0.60, 0.26, -3.21], [-0.49, -1.10, 1.73], [1.67, -1.31, 2.38], [0.39, 1.27, -3.14], [-3.34, -0.31, -3.26], [1.12, 0.75, -0.65], [2.28, 0.13, 3.68], [0.86, -0.37, -2.16], [-0.62, 0.10, 0.29], [-0.39, -1.14, 2.01], [1.06, 0.12, 1.02], [-0.64, -0.56, -0.24], [1.71, -0.39, -1.08], [-0.51, 0.96, 0.85], [-0.75, 0.13, -0.87], [1.54, 1.36, -1.71], [-2.52, -0.71, 0.51]],
  "nbo_charge": [-0.3532, 0.1762, -0.4100, -0.4009, -0.7927, -0.4756, -0.8339, 0.4613, 0.4713, 0.2148, 0.2085, 0.2246, 0.2014, 0.1943, 0.2032, 0.2162, 0.2124, 0.2315, 0.2505]
}


[2]
{
  "formula": "C6H10FN",
  "method": "ωB97M-V with the def2-TZVPD basis set",
  "orbital_gap_ha": 0.3513,
  "homo_ha": -0.3254,
  "max_force_ev_per_a": 2.10,
  "charge": 0,
  "relative_energy_kcal_mol": 23.0,
  "total_energy_ev": -10590.0731,
  "smiles": "C=C(F)/C=C/CNC",
  "elements": ["C", "C", "C", "C", "C", "C", "H", "H", "H", "H", "H", "H", "H", "H", "H", "H", "N", "F"],
  "coordinates": [[-2.269, 1.207, -0.525], [-1.294, -0.630, 0.869], [0.107, -0.586, 0.263], [1.140, 0.172, 0.630], [2.504, 0.163, 0.082], [3.131, -0.822, -0.625], [-2.612, 1.877, 0.279], [-1.281, 1.506, -0.914], [-2.968, 1.340, -1.362], [-2.362, -0.824, -0.845], [-1.490, -1.668, 1.091], [-1.337, -0.082, 1.825], [0.213, -1.278, -0.582], [0.946, 0.946, 1.372], [2.615, -1.735, -0.926], [4.147, -0.734, -0.971], [-2.345, -0.167, -0.037], [3.156, 1.316, 0.376]],
  "atomic_forces_ev_per_a": [[-0.12, 0.07, 0.06], [0.73, 0.91, -0.12], [-0.09, -0.37, -0.32], [-0.56, 0.31, 0.05], [0.60, -1.63, -1.17], [-1.13, 1.26, 0.83], [0.38, -0.05, -0.28], [-0.09, 0.02, 0.35], [0.05, -0.18, 0.28], [-0.09, 0.77, 0.84], [-0.22, -0.33, 0.16], [0.03, -0.01, -0.36], [0.16, 0.13, 0.23], [0.27, -0.18, 0.13], [-0.03, 0.37, 0.42], [0.14, 0.30, 0.05], [-0.09, -1.03, -1.08], [0.06, -0.35, -0.06]],
  "nbo_charge": [-0.4226, -0.2548, -0.1413, -0.2892, 0.3879, -0.4880, 0.1937, 0.1753, 0.2039, 0.3480, 0.2076, 0.1938, 0.1860, 0.2185, 0.2110, 0.2181, -0.6134, -0.3344]
}


[3]
{
  "formula": "C2H2FO2Zn",
  "method": "ωB97M-V with the def2-TZVPD basis set",
  "orbital_gap_ha": 0.2821,
  "homo_ha": -0.5465,
  "max_force_ev_per_a": 2.22,
  "charge": 1,
  "relative_energy_kcal_mol": 135.9,
  "total_energy_ev": -57321.5311,
  "elements": ["F", "C", "C", "H", "O", "O", "H", "Zn"],
  "coordinates": [[-1.838, -0.981, -0.265], [-1.264, -0.001, 0.298], [-1.121, 1.221, 0.436], [-1.595, 2.184, 0.281], [0.897, -0.821, -0.368], [1.895, -0.267, 0.541], [1.659, -0.616, 1.411], [0.923, 1.169, -0.383]],
  "atomic_forces_ev_per_a": [[0.98, -0.10, 1.18], [-1.05, 0.34, -1.92], [1.37, 0.41, -0.83], [-0.15, -0.23, 0.84], [-0.63, 0.34, -0.38], [0.59, 0.15, 0.40], [0.08, -0.12, 0.21], [-1.19, -0.81, 0.51]],
  "nbo_charge": [-0.1958, 0.6593, -0.7261, 0.3235, -0.6157, -0.5948, 0.5128, 1.6369]
}


[4]
{
  "formula": "C23H20F2NS",
  "method": "ωB97M-V with the def2-TZVPD basis set",
  "orbital_gap_ha": 0.1553,
  "homo_ha": -0.3635,
  "max_force_ev_per_a": 2.59,
  "charge": 1,
  "total_energy_ev": -41925.9163,
  "elements": ["F", "C", "C", "C", "C", "C", "C", "C", "C", "C", "F", "C", "C", "C", "C", "H", "H", "H", "H", "H", "H", "H", "H", "H", "C", "S", "C", "C", "C", "C", "C", "C", "C", "N", "C", "C", "H", "H", "H", "H", "H", "H", "H", "H", "H", "H", "H"],
  "coordinates": [[4.648, 0.115, 2.974], [3.775, 0.644, 2.056], [4.226, 0.851, 0.752], [3.378, 1.516, -0.123], [2.074, 1.959, 0.273], [1.383, 2.822, -0.626], [-0.020, 3.059, -0.754], [-0.556, 3.263, -2.065], [-1.886, 3.588, -2.270], [-2.716, 3.657, -1.153], [-4.031, 4.006, -1.333], [-2.279, 3.372, 0.138], [-0.924, 3.125, 0.339], [1.593, 1.469, 1.527], [2.473, 0.918, 2.457], [5.206, 0.508, 0.439], [3.694, 1.714, -1.151], [2.000, 3.243, -1.433], [0.120, 3.158, -2.921], [-2.284, 3.775, -3.267], [-2.979, 3.363, 0.968], [-0.539, 3.030, 1.355], [0.531, 1.520, 1.761], [2.150, 0.672, 3.467], [4.491, 7.088, 0.885], [3.769, 5.468, 0.415], [3.927, 4.561, 1.991], [2.089, 5.686, 0.296], [1.453, 6.558, -0.630], [0.135, 7.042, -0.375], [-0.483, 7.915, -1.257], [0.152, 8.319, -2.438], [-0.514, 9.185, -3.375], [-1.073, 9.856, -4.156], [1.452, 7.866, -2.697], [2.097, 7.000, -1.825], [4.377, 7.775, 0.044], [3.994, 7.478, 1.777], [5.552, 6.898, 1.080], [3.440, 3.592, 1.856], [5.001, 4.436, 2.168], [3.453, 5.137, 2.790], [1.503, 5.042, 0.965], [-0.343, 6.726, 0.552], [-1.460, 8.324, -1.025], [1.971, 8.228, -3.582], [3.098, 6.640, -2.068]],
  "atomic_forces_ev_per_a": [[-1.11, 0.61, -1.15], [0.98, -0.41, 0.65], [-0.38, 0.08, -0.03], [-0.10, 0.54, 0.23], [0.72, -0.79, 0.46], [-0.03, 0.23, -0.43], [-0.81, 0.41, -0.11], [0.49, 0.35, 0.27], [0.08, -0.15, 0.17], [-1.17, 0.12, -0.22], [1.63, -0.49, 0.22], [0.44, 0.07, 0.03], [-0.07, -0.07, -0.20], [0.24, 0.27, -0.10], [-0.40, -0.03, -0.33], [-0.10, 0.06, 0.13], [0.03, 0.04, 0.42], [-0.32, -0.56, 0.10], [-0.30, 0.16, 0.29], [0.08, -0.06, 0.30], [0.09, 0.19, -0.18], [-0.31, 0.06, -0.34], [0.42, 0.18, 0.14], [0.07, -0.08, -0.31], [0.06, -0.31, 0.24], [0.68, 0.11, 0.27], [0.03, 0.33, -0.43], [-1.12, -1.52, 0.56], [-0.19, 0.58, -0.96], [0.63, -0.30, -0.18], [-0.06, -0.12, 0.10], [0.27, -0.14, 0.22], [-1.15, 1.30, -1.53], [1.26, -1.44, 1.74], [0.22, 0.04, -0.01], [-0.47, 0.06, 0.46], [-0.03, -0.20, 0.08], [-0.01, -0.11, -0.18], [-0.17, 0.11, -0.09], [0.12, 0.18, 0.01], [-0.28, -0.02, -0.02], [0.06, -0.08, -0.18], [0.32, 0.77, 0.08], [-0.02, 0.22, -0.26], [0.02, -0.15, -0.03], [-0.14, -0.18, 0.09], [-0.19, 0.12, 0.02]],
  "nbo_charge": [-0.3012, 0.4571, -0.2910, -0.1096, -0.1897, 0.0724, -0.1783, -0.0978, -0.2762, 0.4617, -0.3012, -0.2672, -0.1376, -0.1149, -0.2909, 0.2608, 0.2338, 0.2328, 0.2307, 0.2617, 0.2543, 0.2185, 0.2319, 0.2612, -0.7584, 0.8713, -0.7297, -0.6609, -0.0482, -0.2425, -0.0825, -0.2104, 0.2590, -0.2754, -0.1404, -0.2473, 0.2617, 0.2462, 0.2462, 0.2501, 0.2549, 0.2495, 0.2420, 0.2207, 0.2281, 0.2369, 0.2078]
}


[5]
{
  "formula": "C3H6O2P",
  "method": "ωB97M-V with the def2-TZVPD basis set",
  "orbital_gap_ha": 0.2394,
  "homo_ha": -0.0983,
  "max_force_ev_per_a": 5.04,
  "charge": -1,
  "relative_energy_kcal_mol": 50.4,
  "total_energy_ev": -16592.0855,
  "smiles": "C/C=C\\P([O-])O",
  "elements": ["C", "C", "C", "O", "O", "P", "H", "H", "H", "H", "H", "H"],
  "coordinates": [[-0.147, 0.733, 0.055], [0.908, -0.416, -0.166], [-1.457, 1.006, 0.326], [-3.847, 0.693, -0.662], [-2.657, -1.539, -0.101], [-3.103, 0.136, 0.493], [0.583, 1.501, -0.100], [0.550, -1.441, 0.069], [1.745, -0.083, 0.454], [1.113, -0.487, -1.148], [-1.745, 2.115, 0.462], [-1.715, -1.593, 0.202]],
  "atomic_forces_ev_per_a": [[-0.03, -0.17, -0.06], [-3.35, -0.55, 3.72], [1.65, 0.49, -0.34], [-1.07, 0.90, -1.25], [1.41, 1.41, 1.05], [0.54, -2.13, 0.80], [-0.45, 1.76, 0.22], [0.34, 0.47, 0.43], [0.11, -0.62, -0.27], [1.15, 0.24, -3.48], [0.77, -1.53, -0.39], [-1.09, -0.27, -0.44]],
  "nbo_charge": [-0.2377, -0.6281, -0.5506, -1.1845, -1.0420, 1.2606, 0.1495, 0.1900, 0.1979, 0.2035, 0.2023, 0.4390]
}


[6]
{
  "formula": "C6H9N",
  "method": "ωB97M-V with the def2-TZVPD basis set",
  "orbital_gap_ha": 0.3265,
  "homo_ha": -0.2874,
  "max_force_ev_per_a": 1.74,
  "charge": 0,
  "relative_energy_kcal_mol": 9.4,
  "total_energy_ev": -7857.7506,
  "smiles": "Cc1c[nH]c(C)c1",
  "elements": ["C", "C", "C", "N", "C", "C", "C", "H", "H", "H", "H", "H", "H", "H", "H", "H"],
  "coordinates": [[-2.404, 0.980, -0.308], [-1.097, 0.241, -0.146], [-0.876, -1.019, -0.627], [0.477, -1.272, -0.505], [1.060, -0.305, 0.249], [0.126, 0.686, 0.421], [2.481, -0.172, 0.654], [-2.522, 1.787, 0.416], [-2.427, 1.504, -1.258], [-3.210, 0.255, -0.149], [-1.396, -1.756, -1.218], [0.812, -2.221, -0.548], [0.273, 1.689, 0.792], [3.143, 0.009, -0.195], [2.655, 0.668, 1.316], [2.903, -1.076, 1.106]],
  "atomic_forces_ev_per_a": [[0.53, -0.03, 0.67], [-0.93, -0.11, -0.24], [0.89, -0.02, -0.78], [0.16, -1.09, 0.90], [0.16, 1.72, 0.14], [-0.48, 0.10, -0.23], [0.95, -0.84, -0.51], [0.06, -0.18, 0.32], [-0.34, -0.34, -0.39], [-0.12, 0.43, -0.44], [-0.65, 0.32, 0.16], [0.22, 0.11, -0.08], [0.21, -0.18, 0.27], [-0.11, 0.04, -0.27], [-0.34, 0.00, 0.24], [-0.21, 0.06, 0.24]],
  "nbo_charge": [-0.6250, -0.0822, -0.1016, -0.5010, 0.1296, -0.3003, -0.6355, 0.2108, 0.2149, 0.2186, 0.2047, 0.3983, 0.2128, 0.2152, 0.2302, 0.2106]
}